Run i
ORCA calculation (ωB97M-V with the def2-TZVPD basis set) on a 2-piece molecular cluster, C3H9NO3 overall.

Each line ends with the natural charge from an NBO analysis.
Element x y z (Å)
O  1.87  1.34  -0.78  -0.598
C  1.10  0.80  0.04  0.529
N  0.57  -0.45  -0.33  -0.654
C  -0.12  -1.22  0.67  -0.250
C  -1.31  -0.43  1.31  -0.092
O  -1.03  -0.64  2.73  -0.742
H  0.70  1.15  0.96  0.131
H  0.30  -0.54  -1.32  0.417
H  0.66  -1.44  1.50  0.219
H  -0.46  -2.24  0.27  0.217
H  -2.22  -0.97  1.13  0.178
H  -1.33  0.66  1.04  0.173
H  -1.78  -0.51  3.27  0.470
O  0.67  1.53  -3.26  -0.964
H  0.76  1.20  -4.25  0.466
H  1.62  1.75  -2.97  0.498

The SMILES is O=CNCCO.O. The calculation puts the HOMO energy at -0.347 Eh. The orbital gap is 10.2 eV. The lowest unoccupied orbital energy comes out at 0.777 eV.

=====

Run ii
ORCA calculation (ωB97M-V with the def2-TZVPD basis set) on a 2-piece molecular cluster, C3H9NO3 overall.

Each line ends with the natural charge from an NBO analysis.
Element x y z (Å)
C  0.40  1.56  -0.78  -0.640
C  1.05  0.18  -0.64  -0.160
N  1.67  -0.06  0.69  -0.800
C  0.07  -0.95  -0.83  0.775
O  0.35  -2.08  -1.10  -0.570
O  -1.26  -0.61  -0.70  -0.694
H  0.10  1.78  -1.80  0.225
H  -0.22  1.75  0.11  0.241
H  1.17  2.26  -0.48  0.203
H  1.94  0.07  -1.29  0.223
H  2.29  0.71  0.92  0.358
H  0.87  -0.01  1.40  0.342
H  -1.68  -1.36  -1.16  0.494
O  -1.77  1.24  2.47  -0.976
H  -1.47  0.35  2.66  0.487
H  -2.44  1.66  3.01  0.490

The SMILES is C[C@@H](N)C(=O)O.O. The calculation puts the HOMO energy at -0.361 Eh. The orbital gap is 10.4 eV. The lowest unoccupied orbital energy comes out at 0.585 eV.

=====

Run iii
ORCA calculation (ωB97M-V with the def2-TZVPD basis set) on a 2-piece molecular cluster, C3H9NO3 overall.

Each line ends with the natural charge from an NBO analysis.
Element x y z (Å)
C  -2.06  -0.08  0.03  -0.619
C  -0.56  0.20  0.58  -0.138
N  -0.13  -1.07  1.16  -0.851
C  0.19  0.54  -0.69  0.791
O  0.29  1.66  -1.14  -0.573
O  0.38  -0.61  -1.41  -0.741
H  -2.74  0.68  -0.32  0.217
H  -1.97  -0.74  -0.74  0.209
H  -2.68  -0.39  0.88  0.212
H  -0.38  1.14  1.36  0.228
H  -0.58  -1.40  2.00  0.377
H  -0.10  -1.72  0.39  0.377
H  0.86  -0.69  -2.19  0.507
O  3.36  0.57  0.14  -0.940
H  3.05  0.68  -0.76  0.472
H  3.07  1.23  0.70  0.471

The SMILES is C[C@@H](N)C(=O)O.O. The calculation puts the HOMO energy at -0.339 Eh. The orbital gap is 9.8 eV. The lowest unoccupied orbital energy comes out at 0.552 eV.

=====

What should be chosen as the least stable of them? Choose run i.

=====

Run i
ORCA calculation (ωB97M-V with the def2-TZVPD basis set) on a 2-piece molecular cluster, C3H9NO3 overall.

Each line ends with the natural charge from an NBO analysis.
Element x y z (Å)
N  -0.69  0.87  0.13  -0.893
C  0.19  0.01  0.97  -0.185
C  0.55  -1.18  0.11  0.401
O  1.65  -1.70  0.18  -0.515
C  1.43  0.79  1.42  -0.059
O  1.05  1.87  2.23  -0.713
H  -1.65  0.65  0.26  0.392
H  -0.24  1.22  -0.69  0.385
H  -0.36  -0.30  1.86  0.223
H  -0.21  -1.82  -0.39  0.133
H  1.91  1.13  0.49  0.152
H  2.10  0.13  1.95  0.204
H  0.22  2.20  1.87  0.474
O  -1.96  -1.70  -3.49  -0.927
H  -1.29  -1.09  -3.20  0.462
H  -2.69  -1.10  -3.69  0.465

The SMILES is N[C@@H](C=O)CO.O. The calculation puts the HOMO energy at -0.351 Eh. The orbital gap is 9.8 eV. The lowest unoccupied orbital energy comes out at 0.267 eV.

=====

Run ii
ORCA calculation (ωB97M-V with the def2-TZVPD basis set) on C3H9NO3 as an isolated structure.

Each line ends with the natural charge from an NBO analysis.
Element x y z (Å)
C  -0.79  -0.18  0.19  0.243
C  -0.21  -1.15  -0.62  -0.136
C  0.46  1.40  0.18  0.164
N  -1.95  0.46  -0.31  -0.840
O  -0.80  -0.46  1.56  -0.726
O  2.02  -0.78  -0.82  -0.949
O  1.48  1.02  0.84  -0.689
H  0.11  -0.29  1.88  0.490
H  2.56  -1.49  -0.45  0.471
H  2.01  -0.03  -0.11  0.498
H  -2.26  1.21  0.30  0.372
H  -2.71  -0.18  -0.50  0.376
H  0.10  -2.09  -0.21  0.205
H  -0.33  -1.09  -1.69  0.212
H  -0.23  2.10  0.66  0.153
H  0.53  1.54  -0.91  0.155

The calculation puts the HOMO energy (alpha / beta) at -0.312 / -0.312 Eh. The orbital gap (alpha / beta) is 7.9 / 7.9 eV. The lowest unoccupied orbital energy (alpha / beta) comes out at -0.549 / -0.550 eV.

=====

What should be chosen as the least stable of them? Choose run ii.